Density functional theory data (the ωB97M-V functional and the def2-TZVPD basis) for an isolated molecule of C9H9NO3 in a non-equilibrium geometry.

CARTESIAN COORDINATES (ANGSTROEM)
1 C 0.376 0.990 -0.842
2 C -0.383 -0.570 0.871
3 C 1.585 0.346 -0.900
4 C 0.830 -1.216 0.759
5 C -0.589 0.572 0.053
6 C 1.752 -0.806 -0.165
7 C -1.963 2.554 0.614
8 C -1.898 1.268 0.289
9 C 3.110 -1.465 -0.302
10 N -2.910 -0.785 -0.395
11 O -3.642 -1.592 0.092
12 O -2.137 -0.889 -1.302
13 O -2.993 0.462 0.272
14 H 0.236 1.887 -1.586
15 H -1.065 -0.906 1.618
16 H 2.315 0.585 -1.626
17 H 0.936 -2.080 1.430
18 H -2.878 2.981 0.946
19 H -1.204 3.221 0.928
20 H 3.341 -2.317 0.272
21 H 3.510 -1.581 -1.282
22 H 3.672 -0.661 0.258

Its spin multiplicity is 3. As for the energy above the lowest of the compared OMol25 structures with the same formula, charge and spin: 405.51 kJ/mol. As for the total charge: 0. As for the expectation value of S²: 2.047.


Density functional theory data (the ωB97M-V functional and the def2-TZVPD basis) for the ion CH2BrO2S with charge -1 in a non-equilibrium geometry.

CARTESIAN COORDINATES (ANGSTROEM)
1 C 0.255 -0.288 0.074
2 O 2.573 -0.979 -0.983
3 O 1.162 -0.432 1.138
4 S 1.496 -1.546 -0.191
5 Br 0.678 -3.156 -1.840
6 H -0.771 -0.540 0.333
7 H 0.374 0.646 -0.473

Its spin multiplicity is 1. As for the energy above the lowest of the compared OMol25 structures with the same formula, charge and spin: 67.71 kJ/mol. As for the total charge: -1.


Density functional theory data (the ωB97M-V functional and the def2-TZVPD basis) for an isolated molecule of C5H5NO3 in a non-equilibrium geometry.

CARTESIAN COORDINATES (ANGSTROEM)
1 C -0.312 -1.623 -0.652
2 C -1.020 1.567 1.156
3 C 1.146 0.237 1.017
4 C 0.137 -0.450 -1.561
5 C -0.066 0.768 0.382
6 N -0.510 -1.481 0.542
7 O -1.017 1.679 2.354
8 O 2.147 -0.114 0.436
9 O -0.301 0.707 -0.932
10 H -0.404 -2.561 -1.191
11 H -1.757 2.084 0.517
12 H 1.049 0.205 2.112
13 H 1.228 -0.536 -1.628
14 H -0.320 -0.483 -2.551

Its spin multiplicity is 3. As for the energy above the lowest of the compared OMol25 structures with the same formula, charge and spin: 0.00 kJ/mol. As for the total charge: 0. As for the expectation value of S²: 2.025.


Density functional theory data (the ωB97M-V functional and the def2-TZVPD basis) for an isolated molecule of CH4N2S2 in a non-equilibrium geometry.

CARTESIAN COORDINATES (ANGSTROEM)
1 C 0.748 -0.054 -0.143
2 H -0.354 1.790 0.020
3 H 1.343 1.766 0.109
4 H -0.088 -1.716 -0.383
5 H -2.065 -0.959 1.158
6 N 0.520 1.279 -0.177
7 N -0.336 -0.786 -0.460
8 S 2.203 -0.813 -0.037
9 S -1.972 -0.507 -0.088

Its spin multiplicity is 1. As for the energy above the lowest of the compared OMol25 structures with the same formula, charge and spin: 22.40 kJ/mol. The SMILES is NC(=S)NS. As for the total charge: 0.


Density functional theory data (the ωB97M-V functional and the def2-TZVPD basis) for a cluster of 2 separate species, C4H8O3 in total.

CARTESIAN COORDINATES (ANGSTROEM)
1 O 2.036 -0.916 0.969
2 C 1.816 0.125 0.402
3 C 0.495 0.871 0.489
4 C -0.220 0.661 -0.832
5 O 0.145 1.211 -1.853
6 C -1.362 -0.327 -0.861
7 O -1.835 -0.521 -2.154
8 H 0.399 -1.469 2.519
9 H 2.565 0.581 -0.274
10 H -0.182 -1.495 2.985
11 H 0.689 1.941 0.608
12 H -0.091 0.497 1.332
13 H -0.999 -1.268 -0.416
14 H -2.156 0.049 -0.195
15 H -1.300 0.061 -2.720

Its spin multiplicity is 1. As for the energy above the lowest of the compared OMol25 structures with the same formula, charge and spin: 235.80 kJ/mol. The SMILES is O=CCC(=O)CO.[H][H]. As for the total charge: 0.


Density functional theory data (the ωB97M-V functional and the def2-TZVPD basis) for a cluster of 3 separate species, C3H11NO2 in total in a non-equilibrium geometry.

CARTESIAN COORDINATES (ANGSTROEM)
1 C 1.099 0.112 -1.265
2 C 1.210 1.383 -2.050
3 C 0.380 1.938 -4.210
4 N 0.928 1.084 -3.430
5 H 1.677 -0.611 -1.775
6 H 1.682 0.076 -0.297
7 H 0.037 -0.053 -1.135
8 H 2.217 1.905 -2.037
9 H 0.503 2.301 -1.830
10 H -0.752 2.272 -4.179
11 H 0.751 2.267 -5.208
12 H -2.523 -4.363 4.455
13 H -1.162 -5.178 4.424
14 O -1.504 -4.296 4.157
15 H -1.646 0.707 5.478
16 H -1.096 -0.064 4.332
17 O -1.802 0.521 4.572

Its spin multiplicity is 1. As for the energy above the lowest of the compared OMol25 structures with the same formula, charge and spin: 326.20 kJ/mol. The SMILES is C=NCC.O.O. As for the total charge: 0.


Density functional theory data (the ωB97M-V functional and the def2-TZVPD basis) for the ion C4H6NO with charge +1 in a non-equilibrium geometry.

CARTESIAN COORDINATES (ANGSTROEM)
1 C -0.693 -0.261 1.105
2 C 0.960 -0.604 -0.219
3 C 1.393 -0.600 1.035
4 C -0.591 0.791 -1.249
5 N -0.289 -0.134 -0.130
6 O 1.930 -0.433 2.048
7 H -0.541 -1.174 1.710
8 H -1.509 0.324 1.407
9 H 1.425 -0.762 -1.153
10 H -1.675 0.856 -1.306
11 H -0.248 1.750 -1.044
12 H -0.162 0.247 -2.204

Its spin multiplicity is 1. As for the energy above the lowest of the compared OMol25 structures with the same formula, charge and spin: 282.96 kJ/mol. The SMILES is C=[N+](C)C=C=O. As for the total charge: +1.


Density functional theory data (the ωB97M-V functional and the def2-TZVPD basis) for a cluster of 2 separate species, C25H49B2Cl2NO11P in total in a non-equilibrium geometry.

CARTESIAN COORDINATES (ANGSTROEM)
1 C -2.091 -2.183 4.304
2 O -1.162 -1.191 3.930
3 C 0.190 -1.627 4.096
4 C 1.091 -0.472 3.659
5 C 2.349 -0.885 2.892
6 C 2.102 -1.901 1.763
7 C 3.204 -1.949 0.699
8 C 3.452 -0.626 -0.057
9 C 2.928 -0.639 -1.523
10 C 1.504 -1.248 -1.642
11 B 0.527 -0.480 -2.746
12 C 1.280 -0.227 -4.172
13 C 1.940 -1.473 -4.778
14 C 1.186 -2.020 -6.005
15 O 3.292 -1.105 -5.180
16 O -0.107 0.765 -2.286
17 C -1.402 0.666 -1.760
18 C -1.447 1.122 -0.283
19 C -0.054 1.340 0.312
20 O 0.355 2.688 -0.014
21 C 1.690 2.813 -0.162
22 O 2.148 3.195 -1.150
23 C -2.159 1.677 -2.687
24 Cl -1.326 3.275 -2.701
25 C -3.673 1.862 -2.287
26 C -4.612 1.847 -3.531
27 Cl -4.034 3.448 -1.448
28 C -1.738 -0.861 -2.111
29 B -1.933 -1.918 -0.932
30 N -2.937 -1.726 0.147
31 O -1.188 -3.071 -0.910
32 P -3.179 -1.202 -3.318
33 C -3.779 -2.921 -3.020
34 O -2.491 -1.331 -4.832
35 O -0.646 -1.405 -2.841
36 H -1.662 -3.179 4.140
37 H -2.962 -2.106 3.645
38 H -2.462 -2.044 5.326
39 H 0.317 -2.543 3.504
40 H 0.350 -1.893 5.152
41 H 1.429 0.035 4.561
42 H 0.470 0.246 3.123
43 H 2.852 0.012 2.525
44 H 3.060 -1.334 3.597
45 H 2.078 -2.893 2.234
46 H 1.098 -1.736 1.358
47 H 4.130 -2.206 1.232
48 H 3.023 -2.773 0.007
49 H 4.542 -0.519 -0.145
50 H 3.103 0.252 0.492
51 H 2.949 0.374 -1.935
52 H 3.652 -1.204 -2.118
53 H 1.625 -2.294 -1.944
54 H 0.983 -1.278 -0.678
55 H 0.540 0.134 -4.902
56 H 2.050 0.538 -4.056
57 H 2.047 -2.309 -4.080
58 H 1.877 -2.598 -6.633
59 H 0.468 -2.756 -5.635
60 H 0.684 -1.235 -6.567
61 H 3.443 -1.391 -6.088
62 H -1.898 2.119 -0.273
63 H -2.073 0.506 0.363
64 H 0.656 0.581 -0.011
65 H -0.139 1.297 1.407
66 H 2.381 2.621 0.680
67 H -2.111 1.348 -3.720
68 H -4.015 1.085 -1.612
69 H -4.046 1.749 -4.457
70 H -5.329 1.039 -3.426
71 H -5.134 2.799 -3.609
72 H -2.881 -2.462 0.849
73 H -3.858 -1.851 -0.272
74 H -1.315 -3.538 -0.074
75 H -4.445 -3.150 -3.856
76 H -4.381 -3.012 -2.119
77 H -2.967 -3.655 -3.067
78 H -2.323 -0.415 -5.097
79 C 0.352 4.481 4.356
80 C 0.679 3.506 5.466
81 C 1.399 4.104 6.646
82 O 2.076 2.964 7.184
83 C 2.308 2.115 6.143
84 O 3.007 1.157 6.202
85 O 1.629 2.518 5.034
86 H -0.606 4.966 4.543
87 H 1.112 5.261 4.273
88 H 0.305 3.971 3.394
89 H -0.227 2.975 5.774
90 H 0.728 4.543 7.382
91 H 2.151 4.842 6.357

Its spin multiplicity is 1. As for the energy above the lowest of the compared OMol25 structures with the same formula, charge and spin: 0.00 kJ/mol. As for the total charge: -1.


E_tot (computed, eV): -17101.948; -86042.373; -12893.535; -25752.258; -10418.560; -8871.109; -7771.964; -86422.915